# 1
C29H59B3IN3O5S2 | wB97M-V/def2-TZVPD

The geometry in ORCA input format:
```
! RIJCOSX wB97M-V def2-TZVPD def2/J DEFGRID3
* xyz 0 3
I -0.194 0.462 0.206
S -4.680 5.227 -5.335
S -3.814 2.642 -4.130
O 0.682 -5.704 -2.394
O 0.329 3.365 -0.973
O -0.892 3.410 -3.064
O 0.929 -1.691 3.661
O -0.871 5.373 -1.643
N -5.014 4.549 -2.626
N 2.070 -1.192 4.086
N 1.816 -5.182 -1.981
C -1.783 5.337 -5.435
C 2.020 -2.098 6.440
C 1.778 -6.045 0.390
C -1.853 0.436 -2.345
C 0.822 -3.786 -0.153
C -4.515 4.136 -3.883
C -4.137 5.519 -1.968
C 0.975 0.982 3.559
C 2.821 -2.960 -1.400
C 1.802 0.186 4.581
C 2.658 -2.166 5.043
C -6.606 2.596 -2.330
C 4.181 -1.940 5.128
C 2.535 -3.618 4.544
C 1.559 -4.619 0.892
C -5.395 3.435 -1.760
C -1.449 1.505 -1.262
C -3.114 6.153 -5.602
C -0.948 5.841 -4.183
C 2.313 -7.593 -1.477
C -4.859 6.386 -0.885
C -0.922 0.389 -3.593
C 0.691 -3.029 -2.545
C 2.416 -6.130 -1.006
C 3.105 1.005 4.708
C 1.820 -0.680 6.969
C 1.530 -3.798 -1.512
C 1.094 0.183 5.941
C 3.936 -5.883 -0.925
B -0.665 2.780 -1.824
B -0.891 4.815 -2.964
B 0.106 4.749 -0.837
H 2.717 -7.711 -2.485
H -2.367 1.797 -0.721
H -5.769 3.871 -0.810
H -3.688 6.226 -2.694
H 0.151 0.513 -3.367
H 0.850 2.016 3.887
H 1.287 -7.961 -1.474
H 2.515 -4.159 1.155
H -3.046 7.083 -5.005
H -1.346 6.798 -3.793
H -1.290 1.135 -4.327
H -1.153 5.592 -6.315
H 2.883 -8.244 -0.813
H -7.132 3.191 -3.092
H 4.380 -5.878 -1.923
H 2.782 -0.237 7.240
H 0.973 -4.644 1.814
H 2.627 -2.665 7.151
H 1.010 1.206 6.319
H -7.254 2.354 -1.472
H 3.714 0.920 3.806
H -4.242 7.241 -0.560
H 1.474 1.000 2.590
H 4.466 -1.027 5.643
H -3.334 4.960 -1.433
H 3.718 0.736 5.566
H 4.209 -4.956 -0.427
H 0.805 -6.548 0.377
H -1.062 -0.594 -4.089
H -0.308 -3.446 -2.673
H -0.199 -4.169 -0.256
H 0.068 -0.184 5.829
H 0.557 -1.993 -2.227
H -1.768 -0.556 -1.853
H 4.424 -6.676 -0.356
H 1.233 -0.716 7.891
H -3.156 6.488 -6.658
H 4.624 -1.922 4.130
H 2.938 -3.723 3.534
H -1.906 4.243 -5.458
H 1.187 -3.018 -3.519
H 3.439 -3.205 -0.539
H 3.097 -4.290 5.196
H 4.658 -2.750 5.682
H 0.727 -2.760 0.204
H -4.544 2.783 -1.463
H -4.971 5.740 0.014
H -5.881 6.690 -1.167
H 0.743 5.399 -0.080
H 3.431 -3.052 -2.302
H 2.573 -1.903 -1.279
H -0.028 0.581 3.422
H 2.871 2.062 4.848
H 1.041 -2.589 6.417
H 1.505 -3.973 4.540
H 2.392 -6.590 1.112
H -2.924 0.518 -2.616
H -6.187 1.653 -2.720
H 0.103 5.996 -4.515
*
```

For the total energy, the calculation gives -77540.5400 eV. The value obtained for the HOMO energy is -8.3151 eV. The calculation puts the HOMO-LUMO gap at 7.9 eV. The molar mass is 753.3 Da.

Löwdin atomic charge list, values in e, 2 entries: 1.03, 0.84

=====

# 2
C3H8N2O2 | wB97M-V/def2-TZVPD

The geometry in ORCA input format:
```
! RIJCOSX wB97M-V def2-TZVPD def2/J DEFGRID3
* xyz 0 1
O -2.923 1.484 1.887
O -1.363 -0.046 1.641
N 2.081 -1.947 -1.591
N 0.554 -1.261 0.102
C -1.874 1.160 1.408
C -1.056 2.033 0.494
C 1.388 -1.052 -0.838
H 1.592 -0.009 -1.077
H 1.753 -2.898 -1.605
H -0.629 -0.298 1.050
H 2.576 -1.643 -2.401
H -0.018 2.164 0.794
H -1.062 1.554 -0.492
H -1.494 3.019 0.354
H 0.475 -2.260 0.275
*
```

Its SMILES is [H]/N=C\N.CC(=O)O. For the total energy, the calculation gives -10316.3554 eV. The value obtained for the HOMO energy is -9.6513 eV. The calculation puts the HOMO-LUMO gap at 10.1 eV. The molar mass is 104.1 Da.

Löwdin atomic charge list, values in e, 2 entries: 0.09, 0.07

=====

# 3
CH3OP | wB97M-V/def2-TZVPD

The geometry in ORCA input format:
```
! RIJCOSX wB97M-V def2-TZVPD def2/J DEFGRID3
* xyz 0 1
P 1.041 -0.603 0.019
O 0.743 1.034 0.147
C -0.552 0.119 -0.305
H 0.635 -1.078 1.166
H -0.595 0.285 -1.465
H -1.272 0.243 0.438
*
```

Its SMILES is C1OP1. For the total energy, the calculation gives -12419.5170 eV. The value obtained for the HOMO energy is -9.7771 eV. The calculation puts the HOMO-LUMO gap at 10.5 eV. The molar mass is 62.0 Da.

Löwdin atomic charge list, values in e, 2 entries: 0.79, -0.47

=====

# 4
C3H11NO4 | wB97M-V/def2-TZVPD

The geometry in ORCA input format:
```
! RIJCOSX wB97M-V def2-TZVPD def2/J DEFGRID3
* xyz 0 1
O 1.760 0.508 -0.514
O 1.499 -2.156 -0.285
O 1.577 -0.311 1.808
O 0.481 1.417 -2.134
N -0.824 -0.498 0.831
C -1.907 0.737 -0.975
C 0.684 0.895 -1.029
C -0.764 0.726 -0.053
H 0.290 -0.581 1.511
H 1.747 0.590 2.028
H -2.862 0.414 -0.668
H 1.872 -2.439 0.503
H -1.715 0.214 -1.902
H -1.758 -0.423 1.340
H 1.832 -0.040 0.783
H -0.731 1.693 0.517
H -1.975 1.687 -1.465
H -0.880 -1.277 0.172
H 1.672 -1.157 -0.469
*
```

For the total energy, the calculation gives -12968.2998 eV. The value obtained for the HOMO energy is -9.4587 eV. The calculation puts the HOMO-LUMO gap at 9.7 eV. The molar mass is 125.1 Da.

Löwdin atomic charge list, values in e, 2 entries: -0.05, -0.07

=====

# 5
C3H3BrF5N | wB97M-V/def2-TZVPD

The geometry in ORCA input format:
```
! RIJCOSX wB97M-V def2-TZVPD def2/J DEFGRID3
* xyz 0 1
Br -1.854 1.835 -1.444
F 1.431 -1.709 -0.638
F 0.233 -0.657 -2.036
F -2.216 -0.630 0.371
F -1.380 0.984 1.528
F -0.676 -2.093 -0.749
N 0.016 -0.035 0.153
C -1.277 0.273 0.420
C 1.111 0.679 0.701
C 0.216 -1.164 -0.807
H 1.344 0.393 1.717
H 2.047 0.445 0.105
H 1.005 1.678 0.678
*
```

For the total energy, the calculation gives -88278.7552 eV. The value obtained for the HOMO energy is -9.5811 eV. The calculation puts the HOMO-LUMO gap at 9.0 eV. The molar mass is 228.0 Da.

Löwdin atomic charge list, values in e, 2 entries: 0.15, 0.16

=====

# 6
C35H25F3N6O7S | wB97M-V/def2-TZVPD

The geometry in ORCA input format:
```
! RIJCOSX wB97M-V def2-TZVPD def2/J DEFGRID3
* xyz 0 1
S -0.605 1.254 5.722
F -2.769 2.004 7.103
F -1.372 0.726 8.210
F -0.886 2.838 7.869
O 1.084 7.172 4.229
O -0.551 1.714 1.442
O -2.556 5.955 2.215
O 1.379 6.174 6.164
O -1.451 0.288 5.050
O -3.455 3.955 1.561
O 0.786 0.979 5.984
N -1.555 6.416 3.050
N 1.029 -0.630 1.616
N -0.762 -1.885 1.684
N 0.251 -2.682 1.217
N 0.863 6.239 5.025
N -2.634 4.550 2.243
C -1.671 4.131 3.158
C -2.854 -2.083 2.899
C 2.698 2.554 2.350
C -0.642 2.799 4.828
C -3.721 -3.903 0.939
C -3.659 0.818 2.032
C 3.065 2.014 0.012
C -2.573 0.381 1.256
C 3.860 -1.845 1.360
C -5.205 0.263 0.263
C 2.724 -3.565 0.062
C 5.138 -3.467 0.095
C -1.017 5.291 3.595
C -2.024 -2.470 1.845
C 5.091 -2.348 0.941
C 3.212 2.888 1.092
C 2.005 1.359 2.512
C -4.580 -3.494 1.968
C -0.348 -0.592 1.885
C 2.658 -2.414 0.876
C -0.014 5.153 4.627
C 0.121 3.904 5.252
C 2.425 0.781 0.195
C 1.329 -1.925 1.221
C -4.148 -0.263 -0.486
C -4.951 0.815 1.518
C -4.150 -2.591 2.950
C -2.841 -0.164 -0.015
C -1.490 2.873 3.725
C 1.857 0.505 1.434
C -1.466 1.739 7.337
C -2.403 -3.444 0.918
C -1.163 0.529 1.708
C -0.623 2.317 0.131
C 3.952 -4.075 -0.347
H -1.686 -3.756 0.158
H 0.825 3.788 6.072
H -0.365 1.583 -0.644
H -5.754 1.240 2.123
H 6.013 -1.870 1.285
H 3.982 -4.948 -1.001
H 3.720 3.845 0.950
H 2.805 3.212 3.211
H 2.339 0.059 -0.622
H 0.116 3.122 0.149
H 1.581 1.053 3.469
H 3.821 -1.008 2.058
H 6.103 -3.873 -0.212
H 3.428 2.284 -0.981
H -4.064 -4.581 0.156
H -2.092 2.035 3.402
H -2.466 -1.373 3.631
H -5.598 -3.885 2.011
H -3.495 1.145 3.057
H -4.820 -2.279 3.754
H 1.788 -4.029 -0.240
H -4.333 -0.739 -1.451
H -1.639 2.703 -0.004
H -2.005 -0.507 -0.630
H -6.225 0.226 -0.125
*
```

For the total energy, the calculation gives -78950.7788 eV. The value obtained for the HOMO energy is -6.5802 eV. The calculation puts the HOMO-LUMO gap at 4.3 eV. The molar mass is 730.7 Da.

Löwdin atomic charge list, values in e, 2 entries: 0.79, 0.14